DFT (ωB97M-V with the def2-TZVPD basis set) results for a structure of composition C14H36F6NO10S2V.

```
70
Properties=species:S:1:pos:R:3:forces:R:3
V -7.5051 -4.2355 11.9647 -1.23 0.67 -0.59
C -8.9567 -0.6809 10.2955 -0.52 -0.52 -1.10
F -7.6991 -0.5380 9.9338 0.50 -0.04 0.43
F -9.1332 -0.2489 11.5215 0.11 0.08 0.45
F -9.7020 0.0034 9.4617 -0.42 0.03 -0.05
S -9.5433 -2.5345 10.2467 -1.53 1.45 1.36
O -10.1125 -2.6735 11.5702 1.31 -0.92 -0.06
O -10.4474 -2.7748 9.1718 0.99 -0.09 -0.17
N -8.0483 -3.3467 10.1870 -2.64 0.23 2.25
S -7.4081 -3.1666 8.7693 4.17 1.39 -4.40
O -7.9720 -2.1803 7.8784 -0.94 -1.23 1.25
O -5.9847 -2.9734 8.9448 -0.75 -1.32 0.55
C -7.7133 -4.8261 7.9366 0.13 1.11 -0.51
F -7.1793 -5.8087 8.6672 -0.30 -0.06 0.04
F -9.0194 -4.9871 7.7834 0.04 -0.40 0.41
F -7.1588 -4.7885 6.7344 0.12 -0.15 0.46
C -10.7663 -2.9865 5.5926 0.87 0.72 0.78
C -11.1482 -4.3547 5.0745 -0.27 0.40 -0.19
O -12.4985 -4.4856 4.6492 -0.10 0.13 0.15
H -10.8111 -2.1954 4.8449 -0.23 -0.14 -0.13
H -9.7298 -2.9878 5.9549 0.16 -0.27 -0.47
H -11.2271 -2.6094 6.5125 -0.77 -0.39 -0.23
H -10.9105 -5.1229 5.8158 0.10 -0.10 -0.06
H -10.5804 -4.5123 4.1585 0.19 -0.33 0.15
H -13.0854 -4.1796 5.3483 0.06 0.00 0.00
C -10.8971 -6.0940 10.2947 0.03 -0.57 0.99
C -10.2603 -6.2334 11.6773 -0.15 -0.19 -0.79
O -8.7873 -6.0783 11.6191 0.75 1.19 0.29
H -10.9795 -5.0806 9.9149 0.17 0.01 0.02
H -11.9014 -6.4921 10.4644 -0.07 0.09 -0.40
H -10.3817 -6.7588 9.6003 -0.13 0.11 -0.22
H -10.3714 -7.2585 12.0293 -0.32 0.16 0.21
H -10.6953 -5.5216 12.3733 0.44 0.06 0.18
H -8.5045 -6.7831 11.0203 0.30 0.17 0.03
C -11.8734 1.5048 14.4495 -0.38 0.62 -0.96
C -12.5670 0.6837 13.3309 1.40 -0.12 2.52
O -13.3088 -0.3304 14.0064 -0.41 -0.33 -0.86
H -11.2394 2.2587 13.9681 0.06 0.02 0.32
H -11.2805 0.8656 15.0980 0.07 -0.13 -0.12
H -12.6057 2.0198 15.0750 -0.01 0.06 -0.06
H -11.7244 0.1539 12.8841 -0.45 -0.07 -0.71
H -13.1025 1.3275 12.6351 -0.25 -0.29 -0.08
H -14.0037 0.0543 14.5471 0.00 0.22 -0.07
C -5.2684 -1.4251 11.8786 0.36 0.24 -0.26
C -6.1258 -1.1864 13.0787 -0.01 0.12 -0.13
O -6.9409 -2.3950 13.3018 -0.21 -0.76 -0.17
H -5.7897 -1.5838 10.9354 -0.34 -0.26 0.24
H -4.6052 -2.2683 12.0819 0.18 0.13 -0.19
H -4.6883 -0.5243 11.6630 0.26 -0.15 0.28
H -6.7799 -0.3187 12.9790 -0.22 -0.24 -0.13
H -5.5308 -1.0310 13.9790 0.09 -0.14 -0.06
H -7.2199 -2.3621 14.2274 -0.25 -0.15 -0.19
C -3.7823 -5.9170 7.4472 -0.02 0.69 -0.21
C -4.6259 -7.1755 7.5143 0.32 0.27 -0.56
O -3.8072 -8.2842 7.1856 0.31 -0.09 0.29
H -3.2629 -5.6602 8.3707 0.14 -0.33 -0.01
H -4.3951 -5.0423 7.2077 -0.17 -0.11 0.13
H -3.0667 -5.9692 6.6267 0.09 -0.24 0.11
H -5.3983 -7.0876 6.7423 -0.30 -0.04 0.33
H -5.0501 -7.2574 8.5216 -0.22 -0.24 -0.14
H -4.3379 -9.0729 7.0473 -0.10 0.06 0.05
C -10.6702 2.0710 6.7496 0.45 -0.79 -0.63
C -11.6823 2.2921 5.6489 -1.22 0.44 0.12
O -11.0989 2.9026 4.5084 0.49 0.03 0.19
H -9.7698 1.6892 6.2574 0.13 0.13 0.19
H -11.0023 1.2635 7.4033 -0.15 0.15 0.14
H -10.4123 2.9466 7.3394 -0.12 0.14 -0.14
H -12.5043 2.9208 6.0225 0.13 0.02 0.02
H -12.1801 1.3623 5.3419 0.36 -0.15 0.15
H -11.7649 3.4123 4.0449 -0.08 0.00 -0.04
```
Forces are in eV/Å.

As for the spin multiplicity: 4. As for the total charge: +1. The value obtained for the frontier orbital gap (spin up / spin down) is 5.72 / 6.58 eV.